# 1
DFT (the ωB97M-V functional and the def2-TZVPD basis) results for a single C21H27N3O6S molecule.

```
58
Properties=species:S:1:pos:R:3:nbo_charge:R:1
C 2.25 -2.76 -2.72 -0.252
H 3.15 -2.85 -2.10 0.184
O 2.19 -1.50 -3.37 -0.521
C 2.00 -0.43 -2.53 0.280
C 0.82 0.30 -2.65 -0.244
C 0.57 1.36 -1.80 -0.086
C 1.52 1.76 -0.87 -0.298
C 2.71 1.05 -0.75 0.344
C 2.94 -0.07 -1.57 0.146
O 4.08 -0.82 -1.35 -0.533
C 5.10 -0.59 -2.30 -0.245
H 5.45 0.45 -2.24 0.178
H 4.76 -0.80 -3.32 0.183
H 5.92 -1.26 -2.04 0.189
O 3.69 1.33 0.14 -0.506
C 3.46 2.34 1.10 -0.259
H 4.33 2.34 1.75 0.195
H 3.36 3.32 0.62 0.175
H 2.56 2.12 1.68 0.200
H 1.30 2.59 -0.22 0.230
C -0.80 1.96 -1.75 0.684
O -1.18 2.92 -2.39 -0.594
N -1.54 1.26 -0.84 -0.636
C -2.88 1.39 -0.50 0.128
C -3.76 2.23 -1.18 -0.230
C -5.10 2.27 -0.82 -0.196
C -5.58 1.47 0.20 -0.235
C -4.71 0.65 0.89 -0.240
C -3.36 0.60 0.56 0.188
N -2.42 -0.21 1.28 -0.498
C -1.98 0.41 2.52 -0.235
C -1.05 -0.57 3.26 -0.242
N -0.48 -1.54 2.34 -0.670
S 0.61 -0.84 1.25 2.318
O 0.17 -1.06 -0.11 -0.958
O 0.88 0.50 1.66 -0.964
C 2.08 -1.84 1.52 -0.858
H 2.39 -1.70 2.54 0.243
H 2.85 -1.50 0.83 0.265
H 1.82 -2.87 1.32 0.239
C -1.49 -2.38 1.73 -0.230
H -1.08 -2.73 0.79 0.232
C -2.79 -1.59 1.48 -0.239
H -3.48 -1.72 2.34 0.165
H -3.29 -1.96 0.59 0.226
H -1.67 -3.24 2.39 0.199
H -0.23 -0.03 3.72 0.236
H -1.59 -1.13 4.02 0.205
H -2.83 0.68 3.17 0.176
H -1.44 1.32 2.26 0.223
H -5.08 0.03 1.70 0.208
H -6.63 1.49 0.46 0.212
H -5.77 2.92 -1.36 0.214
H -3.39 2.84 -1.98 0.254
H -1.07 0.49 -0.38 0.449
H 0.09 -0.01 -3.38 0.229
H 2.27 -3.50 -3.51 0.191
H 1.37 -2.90 -2.09 0.177
```

Output
gap between HOMO and LUMO = 8.6 eV
LUMO = 0.4 eV
energy above the lowest of the compared OMol25 structures with the same formula, charge and spin = 61.4 kcal per mole
HOMO energy = -8.13 eV
SMILES = COc1cc(C(=O)Nc2ccccc2N2CCN(S(C)(=O)=O)CC2)cc(OC)c1OC

***

# 2
DFT (the ωB97M-V functional and the def2-TZVPD basis) results for a molecular structure, C21H27N4PdS5.

```
58
Properties=species:S:1:pos:R:3:nbo_charge:R:1
Pd 0.19 -0.16 0.26 0.583
C 3.39 -1.16 -0.10 -0.535
C 3.58 0.19 0.58 -0.552
S 2.17 0.79 1.55 0.341
C 2.23 -0.23 3.06 -0.554
C 1.66 -1.64 3.00 -0.535
S 0.01 -1.68 2.23 0.316
C -0.04 -3.31 1.45 -0.531
C -1.17 -3.34 0.43 -0.551
S -1.12 -2.05 -0.86 0.328
C 0.07 -2.72 -2.07 -0.549
C 1.54 -2.69 -1.68 -0.541
S 2.02 -0.99 -1.27 0.370
H 3.15 -1.95 0.62 0.223
H 4.30 -1.44 -0.64 0.278
H 3.76 0.97 -0.16 0.267
H 4.46 0.18 1.23 0.277
H 1.72 0.37 3.81 0.258
H 3.28 -0.27 3.36 0.276
H 1.56 -2.02 4.01 0.274
H 2.31 -2.33 2.45 0.231
H -0.22 -4.06 2.22 0.274
H 0.93 -3.51 1.00 0.220
H -2.13 -3.21 0.92 0.265
H -1.19 -4.31 -0.08 0.273
H -0.10 -2.14 -2.97 0.264
H -0.24 -3.74 -2.29 0.275
H 2.14 -3.02 -2.52 0.279
H 1.76 -3.35 -0.83 0.231
S -0.05 1.50 -1.47 0.285
C -1.51 2.36 -1.00 0.138
N -1.80 3.31 -1.82 -0.151
N -2.88 4.11 -1.65 -0.288
C -4.18 3.82 -1.40 0.235
C -4.70 2.50 -1.45 -0.151
C -6.05 2.33 -1.30 -0.198
C -6.90 3.43 -1.07 -0.019
C -6.38 4.74 -1.03 -0.181
C -5.05 4.94 -1.21 -0.161
N -2.23 2.12 0.19 -0.232
N -1.63 1.42 1.02 -0.137
C -2.29 1.28 2.26 0.106
C -1.48 1.05 3.37 -0.185
C -2.05 0.97 4.63 -0.195
C -3.42 1.09 4.77 -0.116
C -4.23 1.31 3.66 -0.189
C -3.67 1.42 2.40 -0.197
H -2.67 5.05 -1.97 0.444
H -4.06 1.67 -1.68 0.226
H -6.48 1.34 -1.37 0.257
H -7.96 3.27 -0.95 0.257
H -7.05 5.57 -0.86 0.270
H -4.62 5.94 -1.19 0.252
H -0.40 1.01 3.24 0.200
H -1.42 0.82 5.50 0.244
H -3.87 1.01 5.75 0.253
H -5.30 1.39 3.78 0.248
H -4.29 1.59 1.53 0.231
```

Output
spin multiplicity = 5
gap between HOMO and LUMO (spin up / spin down) = 6.8 / 5.1 eV
LUMO (spin up / spin down) = -9.8 / -12.1 eV
energy above the lowest of the compared OMol25 structures with the same formula, charge and spin = 0.0 kcal per mole
HOMO energy (spin up / spin down) = -16.56 / -17.16 eV
net charge = +3

***

# 3
DFT (the ωB97M-V functional and the def2-TZVPD basis) results for a single C21H27NO molecule.

```
50
Properties=species:S:1:pos:R:3:nbo_charge:R:1
C -0.92 -4.60 0.83 -0.598
C -0.89 -3.11 1.18 -0.390
C -1.13 -2.24 -0.05 -0.401
H -0.34 -2.42 -0.79 0.203
C -1.12 -0.75 0.32 -0.227
N -1.07 0.11 -0.86 -0.442
C -2.32 0.15 -1.61 -0.230
C -3.49 0.74 -0.86 -0.068
C -4.32 -0.07 -0.10 -0.208
C -5.35 0.47 0.65 -0.209
C -5.57 1.84 0.64 -0.217
C -4.75 2.66 -0.13 -0.228
C -3.72 2.11 -0.87 -0.154
H -3.10 2.75 -1.47 0.199
H -4.92 3.72 -0.14 0.211
H -6.37 2.27 1.22 0.212
H -5.99 -0.17 1.23 0.212
H -4.17 -1.14 -0.10 0.208
H -2.13 0.73 -2.52 0.203
H -2.55 -0.87 -1.92 0.204
C -0.54 1.42 -0.54 -0.257
C 0.94 1.39 -0.29 -0.161
C 1.74 0.43 -0.74 -0.219
C 3.18 0.28 -0.59 -0.141
C 3.78 -0.79 -1.26 -0.162
C 5.14 -1.02 -1.19 -0.245
C 5.94 -0.18 -0.44 -0.196
C 5.37 0.88 0.24 -0.314
C 4.00 1.13 0.18 0.388
O 3.41 2.16 0.85 -0.515
C 4.19 3.00 1.66 -0.251
H 4.68 2.44 2.46 0.178
H 3.50 3.72 2.09 0.199
H 4.95 3.53 1.07 0.177
H 6.01 1.52 0.83 0.214
H 7.00 -0.35 -0.37 0.212
H 5.57 -1.86 -1.72 0.213
H 3.16 -1.44 -1.84 0.208
H 1.27 -0.37 -1.30 0.214
H 1.32 2.24 0.25 0.219
H -1.05 1.88 0.32 0.179
H -0.72 2.07 -1.40 0.207
H -0.21 -0.55 0.89 0.212
H -1.98 -0.52 0.97 0.176
H -2.08 -2.51 -0.50 0.188
H 0.08 -2.86 1.62 0.196
H -1.66 -2.90 1.92 0.193
H -1.88 -4.87 0.40 0.199
H -0.74 -5.20 1.71 0.207
H -0.14 -4.83 0.10 0.201
```

Output
gap between HOMO and LUMO = 8.8 eV
LUMO = 0.9 eV
energy above the lowest of the compared OMol25 structures with the same formula, charge and spin = 28.8 kcal per mole
HOMO energy = -7.94 eV
SMILES = CCCCN(C/C=C/c1ccccc1OC)Cc1ccccc1

***

# 4
DFT (the ωB97M-V functional and the def2-TZVPD basis) results for a molecular structure, C21H28BBrF12IN2O5S.

```
72
Properties=species:S:1:pos:R:3:lowdin_charge:R:1
C 4.75 0.32 -0.33 -0.037
C 3.56 -0.30 -0.48 -0.185
C 2.37 0.25 -1.27 -0.214
C 1.91 -0.82 -2.29 -0.301
C 2.34 -0.47 -3.75 -0.745
I 4.40 -0.07 -4.02 1.015
S 1.36 0.85 -4.44 0.517
O 1.50 0.78 -5.86 -0.270
O 1.71 2.10 -3.85 -0.282
O -0.13 0.39 -4.15 -0.229
C -0.55 -0.16 -2.89 -0.539
Br -0.61 1.32 -1.62 1.129
C -2.05 -0.56 -3.20 -0.396
F -2.10 -0.89 -4.52 0.113
F -2.50 -1.62 -2.52 0.162
C -3.16 0.54 -3.08 -0.609
F -3.56 0.78 -1.85 0.162
F -2.86 1.65 -3.74 0.166
F -4.24 0.02 -3.71 0.145
C 0.40 -1.24 -2.28 -0.137
B 0.06 -1.49 -0.65 -0.638
N -1.18 -1.20 0.01 0.147
O 1.12 -2.09 0.00 0.153
C 0.25 -2.72 -2.80 -0.313
F -0.68 -3.38 -2.05 0.126
F 1.40 -3.40 -2.53 0.103
C -0.07 -3.09 -4.30 -0.337
F 0.21 -2.11 -5.18 0.162
F -1.36 -3.45 -4.39 0.155
C 0.70 -4.35 -4.80 -0.564
F 0.23 -4.62 -6.02 0.167
F 2.00 -4.13 -4.93 0.182
F 0.46 -5.41 -4.05 0.198
H 5.67 -0.23 -0.49 0.047
H 4.85 1.37 -0.05 0.059
H 3.37 -1.26 -0.01 0.102
H 2.72 1.16 -1.74 0.092
H 1.62 0.55 -0.54 0.063
H 2.53 -1.68 -2.07 0.120
H 2.16 -1.37 -4.33 0.050
H -1.16 -0.30 0.54 -0.023
H -1.46 -1.92 0.67 0.080
H 0.78 -2.68 0.68 0.127
C 1.02 2.85 3.27 -0.038
C 0.35 1.48 3.49 -0.521
C 0.14 1.27 5.00 -0.160
C -0.97 2.13 5.62 -0.181
C -2.08 2.48 4.62 -0.151
C -2.19 1.51 3.43 -0.547
N -0.91 1.49 2.74 -0.166
O -0.92 0.65 1.63 -0.314
C -3.23 2.10 2.47 -0.050
C -2.70 0.14 3.90 -0.031
C 1.32 0.40 3.02 -0.049
H 1.20 3.00 2.20 0.079
H 1.98 2.92 3.79 0.073
H 0.38 3.66 3.62 0.068
H -0.09 0.22 5.18 0.097
H 1.08 1.46 5.53 0.109
H -1.39 1.59 6.47 0.098
H -0.55 3.05 6.03 0.097
H -3.04 2.52 5.14 0.108
H -1.91 3.48 4.22 0.105
H -2.87 3.04 2.06 0.081
H -4.17 2.27 2.99 0.074
H -3.41 1.41 1.64 0.072
H -3.67 0.24 4.39 0.074
H -2.02 -0.34 4.62 0.065
H -2.81 -0.53 3.05 0.069
H 2.25 0.48 3.60 0.079
H 1.56 0.52 1.97 0.063
H 0.90 -0.59 3.17 0.080
```

Output
gap between HOMO and LUMO = 4.5 eV
LUMO = 1.9 eV
HOMO energy = -2.66 eV
net charge = -1